[1]
The following is a DFT calculation (the ωB97M-V functional and the def2-TZVPD basis) of a structure of composition CH4ClFS at a distorted geometry.

Each line ends with the Löwdin charge.
Atoms and positions in Å:
C  1.1681  -0.2727  -0.1750  -0.555
Cl  -0.3761  -0.1432  -1.0418  0.510
H  -2.1276  1.1402  1.0594  -0.182
H  -1.8687  -0.0313  -0.4796  -0.244
H  1.4628  -1.3231  -0.1723  0.092
S  -1.3919  0.0570  0.7716  0.401
H  1.0142  0.1065  0.8372  0.044
F  2.1191  0.4666  -0.7993  -0.066

## Properties
Frontier orbital gap in eV: 7.79
E_HOMO in eV: -7.259

---

[2]
The following is a DFT calculation (the ωB97M-V functional and the def2-TZVPD basis) of an isolated molecule of C4H11NS2 at a distorted geometry.

Each line ends with the Löwdin charge.
Atoms and positions in Å:
H  1.0029  -2.8682  -1.1136  0.070
H  -0.1175  -1.7068  1.4902  0.114
H  0.4725  -3.8439  0.1536  0.073
C  -0.0906  -1.7719  0.3855  -0.339
H  -1.6123  0.0872  0.1258  0.121
H  -0.2498  5.0689  0.5659  -0.193
H  -1.1133  -2.1309  0.1182  0.116
H  1.9097  -2.7319  0.2979  0.069
H  -1.5436  2.3203  -1.0667  0.086
C  -0.6267  1.7702  -0.7901  -0.514
C  0.8786  -2.8445  -0.0314  -0.124
H  1.1808  -0.3583  -0.2161  0.110
H  -0.3969  0.8531  1.2226  0.093
N  0.1739  -0.5622  -0.4062  -0.085
S  0.3312  4.0051  1.1395  0.287
S  0.8154  2.8390  -0.3478  0.369
C  -0.6194  0.6285  0.1835  -0.321
H  -0.3949  1.2465  -1.7107  0.067

## Properties
Structure (SMILES): CCNCCSS
Frontier orbital gap in eV: 9.67
E_HOMO in eV: -8.963

---

[3]
The following is a DFT calculation (the ωB97M-V functional and the def2-TZVPD basis) of the ion C11H26N with charge +1.

Each line ends with the Löwdin charge.
Atoms and positions in Å:
C  1.0994  2.0653  -0.8936  -0.016
H  -1.4576  1.8649  0.3148  0.105
C  -3.2497  -0.3916  0.2193  -0.440
C  -3.8809  0.7088  -0.6297  -0.071
N  2.5945  0.6528  0.4611  0.101
C  0.2725  0.9727  1.2495  -0.157
H  -3.6210  -0.2987  1.2453  0.138
H  -4.7350  -1.8670  -0.3124  0.081
C  3.3730  -0.8403  -1.3616  -0.031
H  3.8863  0.0019  -1.8198  0.090
H  1.5207  -1.9431  0.4096  0.085
H  0.0953  2.1782  -1.2906  0.093
H  0.5272  1.8916  1.7840  0.128
H  2.6224  0.7872  1.4785  0.177
C  -1.2264  0.9964  0.9292  -0.187
C  1.1613  0.8469  0.0116  -0.333
H  -1.3238  -1.1446  0.7861  0.118
H  2.4026  -0.9630  -1.8337  0.089
C  2.5171  -1.8056  0.8193  -0.031
H  3.1563  1.3986  0.0348  0.175
H  1.7726  1.9606  -1.7418  0.090
H  4.2660  -0.5960  0.5685  0.156
C  -1.7193  -0.2794  0.2471  -0.197
C  3.2587  -0.6648  0.1434  -0.360
H  -3.6990  1.6929  -0.2060  0.071
C  -3.6539  -1.7628  -0.3187  -0.077
H  -1.3566  -0.3251  -0.7826  0.117
H  3.9544  -1.7331  -1.5725  0.100
H  0.8704  -0.0398  -0.5514  0.124
H  -3.3065  -1.8891  -1.3421  0.083
H  0.4599  0.1238  1.9118  0.117
H  -1.7606  1.1149  1.8731  0.128
H  -3.2330  -2.5598  0.2903  0.077
H  3.0670  -2.7289  0.6621  0.100
H  2.4420  -1.6468  1.8926  0.091
H  -4.9562  0.5638  -0.6842  0.082
H  -3.4850  0.6840  -1.6431  0.085
H  1.3448  2.9742  -0.3479  0.101

## Properties
Structure (SMILES): CC(C)CCC[C@@H](C)[NH2+]C(C)C
Frontier orbital gap in eV: 11.03
E_HOMO in eV: -13.869
Net charge: +1

---

[4]
The following is a DFT calculation (the ωB97M-V functional and the def2-TZVPD basis) of a cluster of 2 separate species, C5H6N in total at a distorted geometry.

Each line ends with the Löwdin charge.
Atoms and positions in Å:
C  1.2166  1.1474  -2.4800  0.024
C  0.2760  0.2574  1.8644  -0.007
C  -1.9659  -0.8988  -0.6130  0.331
C  0.1465  -0.7211  0.7739  -0.099
H  1.3297  0.4339  2.1266  0.125
N  -0.9296  -0.8436  -0.0124  0.057
C  0.7213  0.6841  -1.4922  0.067
H  0.9118  -1.6528  0.6304  0.215
H  -0.2253  -0.3658  2.5300  0.091
H  1.2868  1.6264  -3.3677  -0.001
H  -0.2256  1.1067  1.5100  0.086
H  -2.5423  -0.7736  -1.4702  0.112

## Properties
Frontier orbital gap (alpha / beta) in eV: 7.53 / 8.12
E_HOMO (alpha / beta) in eV: -14.361 / -14.962
Net charge: +1